186
Properties=species:S:1:pos:R:3:forces:R:3:mulliken_charge:R:1 method="wB97M-V/def2-TZVPD" homo_lumo_gap_ev=10.138 lumo_energy_ev=0.12 charge=0 homo_energy_ev=-10.02
C -0.385 5.134 -10.391 -0.107 0.849 -0.795 -0.874
O 0.434 4.338 -11.240 -0.037 0.062 0.623 -0.202
C -0.306 3.704 -12.257 0.416 -0.962 0.259 -0.927
C 0.614 2.732 -13.010 -0.353 -0.055 1.206 0.262
O 1.045 1.825 -11.970 0.097 0.015 -0.688 -0.409
C 1.912 0.791 -12.410 0.163 -0.493 0.858 0.574
C 2.495 -0.075 -11.266 -0.645 0.980 -0.097 -0.001
O 1.494 -0.839 -10.634 0.308 -0.215 -0.020 -0.306
C 1.983 -1.743 -9.639 -0.124 0.122 -0.672 -0.690
H -0.438 6.106 -10.883 -0.256 0.386 0.194 0.332
H -0.002 5.302 -9.385 0.521 -0.461 -0.200 0.248
H -1.414 4.789 -10.285 -0.002 -0.474 -0.112 0.316
H -0.883 4.393 -12.875 0.307 0.275 -0.354 0.474
H -1.031 3.039 -11.786 -0.326 -0.061 0.125 0.379
H 1.453 3.188 -13.534 0.299 0.258 0.268 -0.281
H 0.014 2.245 -13.779 -0.135 -0.414 -0.035 0.285
H 2.784 1.234 -12.891 0.118 -0.020 -0.386 -0.498
H 1.402 0.100 -13.081 -0.102 0.099 -0.382 0.254
H 2.977 0.571 -10.532 0.159 0.177 0.150 0.415
H 3.277 -0.691 -11.710 0.105 -0.285 -0.089 -0.101
H 2.485 -1.269 -8.796 -0.496 0.504 0.281 0.326
H 2.771 -2.401 -10.005 -0.153 -0.279 -0.534 0.096
H 1.087 -2.306 -9.375 0.347 -0.074 0.452 0.352
C 6.196 -1.435 -14.934 1.019 -0.581 -1.039 -0.748
C 4.742 -1.202 -14.769 -0.378 1.316 1.263 1.287
O 3.943 -2.061 -15.573 -1.927 -0.961 -2.633 0.551
C 2.709 -1.642 -16.088 2.276 1.413 2.823 -0.496
O 2.233 -0.620 -15.666 -0.636 -0.504 -1.039 -0.423
C 2.009 -2.587 -17.096 0.123 -1.091 0.168 0.727
F 1.434 -1.924 -18.121 0.342 -0.302 1.069 -0.131
F 2.907 -3.436 -17.592 -0.510 0.197 0.118 0.148
F 1.038 -3.304 -16.432 0.978 0.972 -0.819 -0.033
H 6.635 -1.151 -15.891 -0.507 -0.189 -0.532 0.329
H 6.373 -2.502 -14.801 0.543 0.124 0.259 -0.130
H 6.798 -0.800 -14.285 -0.392 -0.432 0.700 0.029
H 4.539 -0.138 -14.886 -0.548 -0.107 -0.322 -0.228
H 4.521 -1.438 -13.728 -0.359 0.084 0.119 -0.768
C 3.510 2.927 -15.478 -0.804 -0.878 -0.340 -0.810
C 2.338 2.595 -16.430 0.623 -0.601 2.483 0.787
O 2.410 3.559 -17.436 -0.962 0.863 -3.541 -0.365
C 2.650 3.136 -18.703 1.937 -3.226 0.351 0.105
O 3.125 2.000 -18.940 -1.974 3.761 0.225 -0.234
C 2.418 4.207 -19.879 0.787 -1.441 1.200 0.723
F 3.265 3.868 -20.909 -1.819 0.549 1.079 -0.219
F 1.109 4.195 -20.206 1.152 -0.055 -0.476 -0.222
F 2.738 5.410 -19.444 -0.003 0.317 -0.260 -0.237
H 3.327 3.878 -14.977 0.140 0.079 -0.191 0.370
H 4.432 2.951 -16.059 0.118 0.007 0.257 0.639
H 3.539 2.153 -14.710 0.328 -0.019 -0.003 -0.428
H 1.416 2.709 -15.861 -0.247 0.525 -0.271 0.013
H 2.281 1.551 -16.739 0.628 0.248 -0.557 -0.308
C 0.580 -4.128 -11.884 -0.344 0.640 -0.195 -0.629
C -0.151 -4.682 -13.082 -0.589 1.879 -0.125 0.044
O 0.269 -5.964 -13.265 1.556 -4.410 -0.969 -0.338
C 1.343 -6.313 -14.009 0.070 2.717 -1.315 0.042
O 2.027 -5.511 -14.651 -1.255 -2.157 1.632 0.150
C 1.586 -7.873 -13.996 -0.289 1.667 -0.009 0.729
F 2.103 -8.272 -15.157 -0.725 -0.120 0.381 -0.107
F 2.476 -8.121 -13.055 0.793 -0.352 0.774 -0.274
F 0.463 -8.498 -13.660 0.087 -0.416 -0.674 -0.258
H 0.348 -3.069 -11.770 0.115 0.052 0.169 0.333
H 1.657 -4.245 -11.999 -0.003 0.031 0.037 -0.107
H 0.228 -4.670 -11.006 0.214 0.054 0.085 0.308
H -0.074 -4.149 -14.030 0.460 0.455 0.143 -0.161
H -1.222 -4.757 -12.892 -0.028 0.018 0.172 0.353
C 8.520 1.559 -16.421 -0.030 0.580 1.311 -1.021
C 8.203 1.906 -14.927 -0.934 0.103 -2.015 1.087
O 9.424 1.802 -14.187 -0.272 -0.940 1.056 -0.176
C 10.279 2.774 -14.102 -0.542 4.128 -3.797 0.394
O 10.155 3.887 -14.707 0.843 -3.962 2.759 -0.605
C 11.529 2.381 -13.271 -0.014 -0.809 -0.429 0.812
F 11.411 1.151 -12.758 0.149 -0.330 -0.474 -0.211
F 12.698 2.411 -13.994 -1.565 0.416 1.010 -0.258
F 11.543 3.174 -12.222 0.857 1.075 0.290 -0.245
H 9.048 0.607 -16.363 0.081 0.034 -0.508 0.310
H 9.120 2.365 -16.844 0.267 -0.251 -0.015 0.455
H 7.632 1.478 -17.047 -0.160 -0.158 0.282 0.073
H 7.463 1.196 -14.557 0.653 -0.247 0.493 -0.731
H 7.697 2.864 -14.816 0.616 0.324 0.076 0.270
C -2.499 -4.069 -16.410 -0.299 1.166 1.186 -1.410
C -2.009 -3.493 -17.714 1.355 -1.764 -0.122 0.636
O -3.072 -2.967 -18.453 -1.384 0.927 -0.183 -0.252
C -2.969 -2.806 -19.747 1.617 -1.103 -3.029 0.436
O -2.040 -3.100 -20.506 -1.768 0.782 2.355 -0.525
C -4.267 -2.231 -20.389 0.375 0.819 -1.734 0.735
F -4.015 -0.957 -20.805 -0.332 -0.141 1.672 -0.206
F -4.567 -2.786 -21.601 -0.134 -0.858 1.865 -0.247
F -5.286 -2.317 -19.516 0.305 0.371 -1.076 -0.235
H -2.546 -3.323 -15.617 0.103 0.320 0.024 0.371
H -1.824 -4.831 -16.019 -0.144 -0.216 -0.358 0.190
H -3.535 -4.403 -16.463 0.209 -0.484 -0.381 0.408
H -1.627 -4.366 -18.243 0.274 0.200 -0.501 0.237
H -1.199 -2.765 -17.668 -0.106 0.029 0.304 -0.194
C 1.251 -4.183 -21.504 0.718 -0.772 -0.162 -1.487
C 2.446 -4.502 -20.517 -1.587 0.727 -2.157 0.779
O 1.993 -5.374 -19.468 -0.238 1.700 0.725 0.011
C 2.021 -6.652 -19.566 1.779 -2.002 -2.297 0.174
O 2.507 -7.337 -20.485 -1.645 1.686 2.639 -0.606
C 1.496 -7.297 -18.244 -0.077 0.251 -2.063 1.034
F 0.948 -6.411 -17.370 0.308 -1.165 -0.585 -0.175
F 0.637 -8.250 -18.618 -0.923 0.241 0.679 -0.300
F 2.519 -7.929 -17.724 0.873 -0.125 1.310 -0.266
H 0.346 -3.701 -21.135 0.404 0.251 0.682 0.312
H 0.866 -5.086 -21.979 0.260 -0.327 0.069 0.500
H 1.649 -3.583 -22.322 0.081 0.137 0.163 0.344
H 2.756 -3.536 -20.121 0.130 -0.476 0.615 -0.783
H 3.272 -4.952 -21.068 -0.102 -0.057 0.173 0.539
C 4.539 -5.605 -12.050 0.241 0.812 -0.083 -1.256
C 4.799 -4.253 -12.761 -1.279 -0.346 0.648 1.650
O 6.064 -3.684 -12.430 1.477 1.318 1.614 -0.143
C 6.182 -2.879 -11.291 -5.776 -1.302 -1.047 0.312
O 5.217 -2.611 -10.572 2.759 -0.673 -1.464 -0.542
C 7.528 -2.295 -11.106 0.599 0.015 0.635 0.852
F 8.231 -2.240 -12.193 0.659 0.613 -1.846 -0.167
F 7.386 -1.063 -10.604 0.553 -0.625 0.284 -0.192
F 8.226 -3.135 -10.321 -0.028 0.383 1.130 -0.300
H 4.579 -5.539 -10.962 0.036 0.415 0.036 0.438
H 5.295 -6.344 -12.318 -0.199 -0.073 -0.318 0.399
H 3.529 -5.938 -12.287 0.217 -0.162 -0.224 0.038
H 4.010 -3.528 -12.560 -0.055 0.050 0.653 -0.330
H 4.698 -4.331 -13.844 0.777 -0.285 0.012 -0.790
C 12.310 -2.572 -12.390 -0.142 -0.418 0.062 -1.309
C 11.907 -3.166 -13.708 0.639 -1.032 0.418 0.409
C 11.202 -4.549 -13.700 2.328 1.091 0.647 -0.524
O 10.183 -4.359 -14.647 -1.422 -0.665 -0.281 -0.259
C 10.011 -3.052 -14.950 -0.535 1.426 -1.350 0.638
O 9.180 -2.541 -15.694 1.591 -1.864 1.853 -0.503
O 10.988 -2.345 -14.360 -0.835 0.985 -0.617 -0.332
H 13.195 -3.114 -12.056 0.118 0.236 0.182 0.433
H 11.528 -2.717 -11.645 -0.062 0.259 0.044 0.296
H 12.526 -1.515 -12.543 0.095 -0.071 0.244 0.229
H 12.812 -3.299 -14.301 -0.031 0.479 -0.450 0.290
H 10.981 -4.833 -12.671 -1.287 0.024 -0.176 0.316
H 11.980 -5.250 -13.999 -0.606 -0.411 -0.601 0.338
C 4.596 5.379 -12.437 0.028 0.223 0.621 -1.350
C 5.431 4.274 -11.780 -0.316 1.544 -0.740 0.389
C 4.809 3.554 -10.579 0.756 -0.328 -0.611 -0.358
O 5.155 2.196 -10.891 -0.308 -0.810 -0.182 -0.273
C 5.445 2.045 -12.193 1.375 -2.502 -0.596 0.170
O 5.661 0.921 -12.706 -0.939 4.077 1.149 -0.145
O 5.596 3.276 -12.759 -0.371 -2.793 -0.733 -0.299
H 4.771 6.300 -11.881 -0.304 0.108 0.017 0.435
H 3.533 5.135 -12.441 -0.061 -0.052 0.284 0.189
H 4.844 5.587 -13.478 0.496 -0.272 0.104 0.329
H 6.452 4.615 -11.606 -0.076 0.267 0.494 0.356
H 3.721 3.613 -10.539 0.023 0.258 0.162 0.196
H 5.321 3.775 -9.642 -0.418 0.214 -0.027 0.293
C 5.271 -5.472 -16.209 -0.175 0.164 -0.118 -1.124
C 6.333 -4.835 -17.056 -0.042 0.859 3.241 1.723
C 7.382 -5.730 -17.570 -0.022 -0.295 1.302 -0.343
O 7.130 -5.701 -18.926 2.324 -2.604 -2.375 -0.402
C 6.263 -4.805 -19.274 -1.403 0.591 -3.906 0.256
O 5.885 -4.562 -20.428 0.999 -0.345 3.170 -0.604
O 5.853 -4.252 -18.174 -3.174 3.567 -1.120 0.296
H 4.884 -6.400 -16.629 -0.101 -0.051 0.057 0.521
H 4.474 -4.737 -16.093 -0.166 -0.240 0.168 -0.478
H 5.754 -5.634 -15.245 -0.273 -0.360 0.130 0.493
H 6.743 -4.059 -16.410 0.288 0.280 -0.209 -1.164
H 7.071 -6.689 -17.154 1.362 -0.503 -0.219 0.353
H 8.339 -5.272 -17.322 0.396 -0.940 -0.146 0.342
C -0.549 0.646 -19.022 0.513 0.036 -0.363 -0.698
C -0.094 0.849 -20.483 -0.567 0.245 2.054 1.153
C 0.778 -0.245 -21.021 1.089 -0.076 0.817 1.241
O 0.080 -0.774 -22.121 -0.743 0.081 -0.578 -0.410
C -1.122 -0.158 -22.250 -2.656 -0.506 -2.841 0.496
O -1.966 -0.406 -23.152 3.569 1.133 4.005 -0.619
O -1.262 0.794 -21.259 -0.583 -0.536 -1.937 -0.398
H 0.327 0.620 -18.374 0.055 -0.090 0.135 -0.134
H -1.082 -0.303 -18.950 0.068 -0.105 0.024 -0.067
H -1.217 1.427 -18.660 0.039 0.124 -0.252 0.494
H 0.444 1.792 -20.571 -0.497 0.291 -0.256 -0.175
H 0.995 -1.001 -20.267 -0.275 -0.341 -0.225 -0.666
H 1.748 0.188 -21.266 -0.045 -0.330 -0.675 -0.321
C 4.797 -0.381 -18.703 -0.537 0.085 0.347 -0.521
C 4.783 -0.160 -20.220 1.783 -0.169 0.347 0.566
C 6.093 -0.612 -20.944 0.911 0.790 2.526 -0.339
O 5.665 -1.416 -21.978 2.752 0.073 -1.085 -0.361
C 4.431 -1.707 -21.821 -3.222 -1.675 -3.007 0.267
O 3.786 -2.353 -22.615 0.499 0.040 0.901 -0.621
O 3.888 -1.093 -20.804 -1.464 0.928 1.683 0.400
H 5.254 -1.323 -18.400 0.271 -0.060 -0.305 0.169
H 3.785 -0.423 -18.301 -0.342 -0.029 -0.455 -0.568
H 5.197 0.428 -18.091 0.541 0.172 -0.457 0.399
H 4.595 0.876 -20.503 -0.757 -0.175 0.093 0.166
H 6.649 -1.183 -20.201 0.239 -0.453 -0.189 0.195
H 6.785 0.163 -21.273 -0.464 0.169 -0.327 0.349